Entry 1:
The following is a quantum chemistry calculation of C33H30FN4O6Tc as an isolated structure, from the OMol25 dataset.

The geometry in XYZ format:
```
75
Properties=species:S:1:pos:R:3:forces:R:3:mulliken_charge:R:1
H -5.714 -0.127 -0.975 -0.01 0.08 -0.02 0.56
H -2.758 5.831 1.909 0.00 0.00 0.00 0.41
C -1.319 4.326 1.389 -0.07 -0.04 0.02 2.04
N -3.988 -0.271 -0.440 -0.05 -0.08 -0.04 -1.32
C 5.479 -0.483 -0.517 -0.03 0.01 0.00 1.04
H -7.259 1.307 -3.747 0.00 0.00 0.00 0.46
C 4.659 -4.674 -1.152 0.01 0.00 0.01 -1.87
C -3.349 -2.838 3.452 0.02 -0.01 0.03 -0.90
H 2.496 -3.859 -0.605 0.00 0.01 0.00 0.71
H -5.986 2.300 -5.619 0.01 0.00 -0.01 0.39
C -0.366 4.586 2.564 0.00 0.02 -0.01 -1.59
C 0.227 -2.713 -0.558 -0.08 0.03 -0.02 0.27
C -3.515 -1.439 1.484 0.06 0.02 0.02 -0.04
H -0.691 4.065 3.463 0.00 -0.01 0.00 0.39
H 7.041 -3.431 -1.307 0.00 0.00 0.00 0.36
C -1.343 2.878 1.135 -0.06 -0.03 0.11 -0.14
H 2.452 1.961 -0.270 0.00 0.00 0.01 0.85
C -3.367 0.282 -1.446 0.02 0.15 0.08 1.39
N -3.082 -0.701 0.521 -0.04 0.04 0.00 0.79
C 3.072 -0.101 -0.405 -0.01 0.01 0.01 0.49
H 5.937 -2.540 -2.346 -0.01 0.01 0.00 0.34
C 4.574 1.738 -0.352 0.02 0.02 0.00 0.05
O -6.290 0.263 -1.663 0.04 -0.04 0.05 -0.64
H -4.577 -1.672 1.478 0.00 0.00 0.00 0.37
Tc -1.137 -0.235 0.162 -0.12 0.14 0.14 0.19
C -4.115 0.818 -2.581 -0.04 -0.01 -0.01 0.37
O -0.630 -0.896 1.914 -0.06 -0.12 0.06 -0.52
C -6.178 1.339 -3.731 0.03 0.00 0.02 -0.70
H 7.045 -1.634 0.359 0.00 0.00 0.00 0.33
H -3.106 4.259 2.640 -0.01 0.00 0.00 0.39
C -0.652 -2.298 3.781 -0.03 -0.01 0.02 -0.67
H 0.651 4.278 2.324 0.00 -0.01 0.00 0.36
O 0.199 -3.915 -0.620 0.01 -0.01 0.00 -0.67
C 3.290 1.283 -0.332 0.01 -0.01 -0.02 -1.26
H 3.967 -5.238 -0.528 0.00 0.00 0.00 0.53
C 6.648 -1.419 -0.638 0.01 0.01 0.01 -0.99
C -4.062 1.913 -4.738 -0.01 0.01 -0.01 -0.83
H -0.803 6.100 0.302 -0.01 0.00 0.00 0.43
H 0.399 -2.073 3.903 0.00 0.00 0.00 0.46
O -0.864 -1.969 -0.631 0.14 -0.13 0.03 -0.37
C 2.662 -2.794 -0.546 -0.05 0.01 0.00 -0.36
H -3.178 -4.077 5.184 0.00 0.00 0.00 0.41
H -0.361 5.657 2.769 0.00 0.00 0.00 0.42
H -3.502 2.340 -5.558 0.00 0.00 0.00 0.43
H 7.449 -0.933 -1.194 -0.01 0.00 -0.01 0.47
C -2.669 -3.417 4.497 -0.04 0.00 -0.02 -0.79
C -5.458 1.888 -4.769 0.00 0.01 0.00 -0.35
N -1.375 1.748 0.956 0.13 -0.03 -0.23 -0.20
N 3.911 -2.357 -0.555 0.01 -0.02 -0.01 0.22
H 5.331 -3.461 0.491 0.02 -0.01 0.00 0.14
C 1.716 -0.603 -0.383 -0.02 0.03 -0.01 2.04
C -1.328 -1.712 2.710 0.07 0.06 0.00 0.73
H 6.662 1.298 -0.480 0.00 -0.01 0.00 0.53
H 5.562 -5.276 -1.248 0.00 0.00 0.01 0.43
C 5.665 0.877 -0.450 -0.01 0.01 0.00 -0.73
C 6.222 -2.713 -1.304 0.01 -0.03 -0.01 -0.92
C -0.831 5.027 0.114 0.02 0.01 -0.01 -1.52
C -3.407 1.383 -3.651 0.03 0.01 0.02 -0.47
H -4.404 -3.040 3.314 0.00 0.00 -0.01 0.39
F 4.813 3.054 -0.285 0.00 -0.01 0.00 -0.34
H 0.173 4.702 -0.159 0.00 -0.01 0.00 0.31
C -1.311 -3.138 4.655 0.03 0.01 0.00 -0.42
O 0.763 0.255 -0.283 0.14 -0.02 -0.01 -0.96
H -0.764 -3.584 5.475 0.00 0.00 0.00 0.41
C -5.522 0.794 -2.626 0.00 -0.07 -0.04 0.39
C 4.159 -0.984 -0.491 0.02 -0.03 0.00 -0.72
H -1.503 4.841 -0.723 0.00 -0.01 0.00 0.39
C -2.753 4.755 1.736 0.02 0.02 0.00 -1.59
C 1.541 -1.988 -0.472 0.06 -0.01 -0.01 -0.33
O -2.057 0.410 -1.458 -0.08 0.05 -0.13 -0.76
H -3.440 4.534 0.920 0.00 0.00 0.00 0.38
H -2.327 1.387 -3.604 -0.01 0.00 0.00 0.41
C 5.051 -3.332 -0.559 -0.04 0.04 0.00 0.52
H 4.226 -4.557 -2.147 0.00 0.00 0.00 0.41
C -2.704 -1.983 2.541 -0.05 -0.01 -0.04 0.57
```
Forces are in eV/Å.

Summary:
* ⟨S²⟩: 3.770
* HOMO-LUMO gap (alpha / beta): 7.25 / 6.15 eV
* energy above the lowest of the compared OMol25 structures with the same formula, charge and spin: 0.0 kcal per mole
* multiplicity: 4
* charge: +1
* strongest force on any atom: 0.3 eV/A

***

Entry 2:
The following is a quantum chemistry calculation of C33H30IIrN5O as an isolated structure in a non-equilibrium geometry, from the OMol25 dataset.

The geometry in XYZ format:
```
71
Properties=species:S:1:pos:R:3:forces:R:3:mulliken_charge:R:1
N 1.184 0.229 -1.950 -0.49 2.43 -0.28 -0.06
C -3.791 -0.577 1.733 0.01 -0.27 -0.94 -0.68
H -0.094 -2.489 4.517 0.41 -0.13 0.48 0.50
H -3.224 1.373 -1.503 -0.16 0.58 -0.70 0.71
H 1.317 4.232 -2.368 0.63 0.06 -0.56 0.35
H 5.392 1.234 1.918 -0.44 0.32 0.03 0.28
C 1.363 -2.302 -0.468 -1.49 -3.22 -1.38 -0.20
H 3.241 -1.283 -0.272 -0.04 0.57 0.11 0.52
C -1.707 3.275 -0.279 -0.71 0.59 -1.10 -0.11
Ir 0.394 -0.557 -0.292 1.11 -1.50 -0.18 0.54
C -0.531 -3.983 -0.935 -0.38 1.81 -0.50 -0.49
H 3.637 -5.508 0.064 -0.01 0.35 -0.10 0.42
C 0.213 2.590 -1.554 -0.75 -0.17 0.29 0.59
C 3.527 -3.326 0.033 -0.91 -0.33 -0.69 -1.03
H 1.513 -2.336 2.327 0.17 0.04 -0.37 0.55
C 0.419 3.945 -1.884 0.08 -1.29 0.91 -0.91
H -2.312 5.383 -0.530 0.46 -0.92 -0.03 0.38
N -1.442 -1.025 1.974 1.26 0.27 -0.75 0.12
H -6.404 -0.537 2.653 0.41 0.09 -1.58 0.36
C 1.130 -6.164 -0.442 -0.12 0.94 0.02 -1.03
H -2.176 -5.313 -0.678 0.33 -0.37 0.32 0.46
O 3.339 2.383 0.007 -0.46 -0.20 0.17 -0.49
H -0.820 6.848 -2.597 -0.80 -0.06 -0.79 0.37
H 4.557 -3.190 0.289 0.42 0.18 -0.04 0.50
H 5.583 2.719 1.006 0.31 0.15 -0.32 0.36
H -2.571 3.023 0.321 0.12 0.14 0.25 0.66
C -0.425 4.954 -1.486 -0.82 1.04 -0.69 0.27
C -4.691 0.665 -0.143 -0.97 -0.46 0.49 -0.87
H -5.551 1.095 -0.693 0.64 -0.50 0.32 0.43
C 2.710 -2.221 -0.257 2.25 -0.24 0.78 -0.19
C -1.088 -5.250 -0.633 -0.14 -3.11 0.51 -0.64
C -0.285 -2.019 3.585 -0.01 0.05 -1.28 -1.26
H 1.520 2.693 1.990 0.74 -0.04 0.26 0.23
C 3.018 -4.625 -0.103 -0.53 0.20 0.51 -0.81
H 1.833 -6.957 -0.383 0.31 -0.70 0.13 0.48
H 1.751 2.896 -3.756 -0.14 0.21 -0.45 0.45
C -3.424 0.864 -0.593 1.17 0.00 0.44 -0.40
C -0.875 2.203 -0.697 0.97 1.52 -0.50 0.74
C -2.517 -0.437 1.206 1.37 0.39 0.41 0.88
H 0.918 6.472 -2.401 -1.37 -0.18 0.51 0.32
H -6.531 -1.430 1.135 -0.33 -1.61 -0.58 0.35
I -1.599 -3.025 -2.464 0.31 0.40 0.07 0.10
C -1.592 4.578 -0.790 0.28 0.14 0.99 -1.06
H -2.264 -1.157 3.957 -0.05 -0.30 -0.63 0.43
C -4.919 -0.096 1.044 0.30 0.33 0.00 0.33
C 0.797 -3.655 -0.617 2.43 0.75 0.95 1.13
H 2.265 -1.286 -2.914 0.09 -0.78 0.08 0.52
N 0.968 1.625 -2.274 1.39 -1.68 -0.45 0.49
N -1.007 0.930 -0.188 -0.14 0.32 -0.54 -0.46
C 1.680 1.896 -3.398 -0.21 -1.34 0.85 -0.11
C 2.274 0.725 -3.844 -0.01 0.12 -0.42 -1.29
C 1.659 -4.825 -0.376 0.16 1.96 -0.42 0.77
C 0.512 -1.961 2.430 -0.79 -0.05 0.83 -0.10
C 1.977 -0.268 -2.920 -0.76 1.66 0.17 0.00
H -3.902 -1.147 2.648 -0.24 -0.04 -0.22 0.39
H 5.098 2.826 2.697 -0.33 -0.35 -0.28 0.36
H -7.079 0.200 1.150 0.45 -0.16 0.09 0.39
H 2.762 0.584 -4.802 0.20 0.12 0.39 0.44
C -6.294 -0.484 1.514 -0.21 1.94 1.75 -1.55
C 2.373 2.009 2.187 -0.32 0.25 -0.96 -0.42
C -0.246 -6.351 -0.447 -1.99 0.23 -0.52 -0.48
H -0.653 -7.372 -0.338 0.13 0.76 -0.02 0.41
N -0.143 -1.342 1.434 -2.82 0.62 1.34 0.14
H 1.946 1.038 1.953 0.06 -0.48 0.07 -0.23
C -2.229 0.430 0.089 -2.59 -0.35 0.99 0.18
H 2.709 2.011 3.215 -0.09 0.16 0.15 0.39
C 4.983 2.249 1.764 -0.91 -0.03 -0.15 -1.18
C -1.485 -1.427 3.244 0.42 0.28 0.83 0.05
C -0.117 6.410 -1.932 1.87 -0.75 1.11 -1.37
H -0.096 7.106 -1.074 0.01 -0.48 -0.09 0.37
C 3.518 2.231 1.194 1.27 0.13 0.93 0.71
```
Forces are in eV/Å.

Summary:
* ⟨S²⟩: 8.834
* HOMO-LUMO gap (alpha / beta): 4.67 / 5.13 eV
* multiplicity: 6
* charge: +2
* strongest force on any atom: 3.8 eV/A

***

Entry 3:
The following is a quantum chemistry calculation of a 2-piece molecular cluster, C33H30N2O2S overall in a non-equilibrium geometry, from the OMol25 dataset.

The geometry in XYZ format:
```
68
Properties=species:S:1:pos:R:3:forces:R:3:mulliken_charge:R:1
H 4.821 -2.576 -4.476 0.02 -0.19 0.18 0.34
H -3.896 -5.488 -1.173 -0.25 0.18 0.20 0.40
C 5.055 -5.605 -2.893 -0.02 0.25 0.07 -0.43
H 0.820 -2.559 -0.801 -0.22 0.15 -0.09 0.44
H -3.310 -2.999 -4.139 -0.19 0.15 -0.02 0.29
C -0.168 -2.107 -0.909 0.33 0.58 0.20 -1.05
C 1.130 5.610 3.175 -0.14 0.03 0.62 0.27
C -0.240 5.870 3.344 0.32 -0.17 0.23 -0.10
C 0.169 3.585 0.886 -0.04 -0.40 -0.10 -0.40
S 4.704 -1.044 -1.981 0.40 -0.80 3.07 0.59
H 2.355 7.072 1.148 -0.14 -0.08 -0.13 0.29
N -3.576 -3.045 -2.064 0.03 -0.49 -0.62 0.16
H 3.431 3.275 1.816 -0.32 -0.17 -0.15 0.45
H -0.906 5.817 2.479 0.17 0.03 0.36 0.20
C 1.607 6.314 0.890 -0.09 -0.18 0.19 -0.88
H 1.720 -0.631 0.005 -0.02 0.10 -0.12 0.11
H -0.630 4.331 0.867 0.29 -0.31 -0.07 0.30
H -3.657 -0.470 -1.372 0.39 -0.15 0.13 0.32
H -5.540 -1.518 -1.033 -0.08 -0.34 0.16 0.26
H 3.072 5.553 4.089 -0.34 0.03 0.13 0.41
C 4.915 -3.783 -1.300 -0.01 -0.30 -0.13 -0.36
C -4.598 -3.459 -1.154 -0.33 -0.16 0.48 0.18
H 3.036 0.969 0.944 -0.19 0.17 -0.04 0.36
C -0.738 6.168 4.614 0.20 0.05 0.00 -0.74
C -1.642 -0.188 -0.679 0.00 -0.11 -0.18 -0.93
C -6.514 -2.978 0.245 0.05 -0.18 -0.12 -0.70
C -2.493 -2.278 -1.557 0.46 0.01 0.15 0.35
C -0.062 2.310 0.400 0.10 0.13 0.05 -0.70
H -7.287 -4.644 1.385 0.21 0.10 -0.19 0.37
C 2.229 1.703 0.939 -0.31 -0.54 -0.25 -1.00
C 4.844 -2.883 -2.355 -0.08 0.72 -0.30 0.33
C -5.606 -5.228 0.157 -0.11 0.19 0.01 -0.61
O 3.470 -0.576 -2.608 -1.12 0.09 -1.19 -0.56
H -1.089 -3.906 -1.685 0.03 0.37 0.13 0.44
C -6.537 -4.313 0.666 0.17 0.06 -0.17 -0.40
C 0.810 -0.034 -0.042 -0.13 0.13 0.00 -0.19
C -5.561 -2.553 -0.684 0.18 -0.36 0.21 -0.10
H -0.257 6.491 6.696 0.11 -0.08 -0.27 0.37
H -7.239 -2.262 0.636 0.17 -0.26 -0.11 0.35
H 5.141 -6.673 -3.105 -0.03 0.32 0.06 0.35
C -4.039 -2.646 -3.401 0.32 0.06 0.18 -0.90
C 1.419 3.932 1.417 0.10 -0.42 -0.03 0.08
H -5.011 -3.107 -3.603 0.22 0.07 0.06 0.36
H -4.126 -1.555 -3.485 -0.13 -0.08 -0.14 0.35
H 1.839 5.892 -0.092 0.00 0.15 0.15 0.37
C 4.878 -3.308 -3.669 0.05 -0.82 -0.33 -0.56
H 0.619 6.794 0.863 0.09 -0.01 -0.17 0.35
C -2.676 -0.929 -1.223 0.24 0.11 0.21 -0.30
C 0.133 6.252 5.707 0.12 -0.06 -0.23 -0.39
C 5.021 -5.153 -1.571 -0.02 0.14 -0.14 -0.42
H 4.889 -3.427 -0.270 0.02 0.01 -0.21 0.35
H -5.629 -6.273 0.467 -0.05 0.30 -0.04 0.35
H -1.042 2.111 -0.011 0.41 0.23 0.13 0.29
C -1.215 -2.859 -1.401 -0.69 0.10 -0.08 -0.38
O 5.957 -0.438 -2.426 0.43 0.02 -0.94 -0.62
H 5.081 -5.868 -0.749 -0.01 0.18 -0.20 0.34
H 2.194 6.118 6.372 -0.24 0.00 -0.19 0.36
C -0.331 -0.730 -0.529 -0.57 -0.68 -0.26 1.07
C -4.639 -4.806 -0.753 0.02 0.62 -0.04 -0.20
C 0.950 1.304 0.419 0.35 0.71 0.24 1.15
C 2.008 5.725 4.267 -0.45 -0.12 -0.38 -0.23
H 5.012 -5.034 -4.975 0.00 0.09 0.23 0.34
H -1.808 6.336 4.744 0.33 -0.01 0.02 0.35
H -1.871 0.823 -0.373 -0.02 -0.45 -0.16 0.23
C 4.984 -4.684 -3.943 -0.03 0.35 0.16 -0.42
C 2.457 2.974 1.424 -0.41 0.57 0.15 -0.36
N 1.658 5.245 1.898 0.66 0.29 -0.30 0.18
C 1.507 6.040 5.529 -0.20 0.05 -0.08 -0.56
```
Forces are in eV/Å.

Summary:
* HOMO-LUMO gap: 2.76 eV
* energy above the lowest of the compared OMol25 structures with the same formula, charge and spin: 86.1 kcal per mole
* multiplicity: 1
* charge: 0
* strongest force on any atom: 3.2 eV/A

***

Entry 4:
The following is a quantum chemistry calculation of C33H30NNaO6Sb2Se as an isolated structure, from the OMol25 dataset.

The geometry in XYZ format:
```
74
Properties=species:S:1:pos:R:3:forces:R:3:mulliken_charge:R:1
C 3.101 -0.839 2.259 0.03 0.03 -0.01 -0.30
C 3.308 4.690 -1.262 0.00 0.00 0.02 -0.49
H -0.521 -1.921 0.394 -0.01 -0.03 -0.02 0.55
C 4.554 0.944 0.733 0.10 0.04 -0.02 -0.71
C -0.660 2.643 -1.185 0.02 -0.07 -0.05 -1.03
H 6.203 0.487 2.025 0.00 -0.01 0.00 0.35
C 2.860 3.991 0.968 -0.03 -0.08 0.03 -0.03
H 3.163 5.458 2.501 0.00 0.01 0.02 0.35
H 3.968 6.720 -1.513 0.01 0.02 0.00 0.35
H 3.356 4.487 -2.328 0.00 -0.01 -0.01 0.28
H -0.546 2.399 -2.248 0.05 -0.01 0.00 0.30
O -2.536 -2.575 -1.160 -0.02 0.06 -0.08 -0.43
H 3.844 -6.105 -1.095 0.00 -0.01 0.00 0.38
C 3.035 -5.382 -1.084 0.00 -0.01 -0.01 -0.23
O -4.489 -3.108 -2.952 -0.13 -0.08 0.05 -0.75
O 1.440 -0.925 -1.725 0.15 -0.04 0.09 -0.32
C -2.606 0.247 1.942 0.03 -0.03 0.02 -0.91
H 3.880 7.226 0.913 0.00 0.01 0.01 0.34
H -0.312 -5.095 -0.619 -0.02 -0.02 -0.01 0.40
C 0.364 1.864 -0.360 0.19 -0.12 -0.06 0.74
C 3.221 0.716 0.408 -0.09 -0.08 0.06 -0.18
C -5.370 1.186 -1.247 0.03 0.12 0.02 -0.29
H -4.956 2.090 -1.681 0.03 -0.02 0.02 0.22
H -6.925 -2.010 0.230 0.00 0.00 -0.01 0.35
C -6.748 1.109 -1.066 0.03 0.01 -0.01 -0.44
H -1.097 -1.260 4.576 0.00 0.00 0.00 0.33
O -2.651 -5.013 -2.248 -0.10 -0.12 0.02 -0.76
H -8.385 -0.100 -0.382 0.00 0.00 0.00 0.33
C 2.202 -3.170 -1.355 0.30 0.33 -0.16 0.42
Na -0.485 -2.035 -2.218 0.04 0.05 -0.08 0.75
Sb -2.409 0.138 -1.150 -0.08 0.09 -0.11 1.13
C -5.120 -1.021 -0.350 0.02 0.06 -0.11 -0.25
H 0.064 0.823 -0.232 0.02 0.05 -0.05 -1.08
H 0.477 2.287 0.640 -0.05 0.00 0.02 0.38
O 3.621 -1.388 -1.997 0.12 0.08 -0.04 -0.79
H 4.901 -1.115 3.402 0.00 -0.01 0.01 0.36
C -6.493 -1.099 -0.168 0.01 0.01 0.01 -0.74
H 1.502 -6.819 -0.573 0.01 -0.01 0.00 0.38
C 3.276 -4.054 -1.389 -0.15 -0.11 0.11 -0.79
C -2.089 2.297 -0.763 -0.22 0.02 0.15 -1.31
C 1.738 -5.785 -0.787 0.00 0.00 0.01 -0.79
H 1.469 -0.410 0.963 -0.07 0.03 -0.06 -0.35
H -0.449 3.718 -1.094 -0.06 -0.07 -0.01 0.42
H -4.485 -1.873 -0.135 -0.01 -0.02 0.03 0.32
H -7.375 1.942 -1.362 -0.02 0.00 0.01 0.36
H 2.512 -1.531 2.848 0.01 -0.03 0.03 0.35
C 2.900 3.678 -0.392 0.05 0.15 -0.14 -0.20
C -7.312 -0.033 -0.519 0.01 -0.01 0.01 -0.34
C 4.433 -0.603 2.569 -0.07 -0.02 0.00 -0.50
Se -2.953 -3.440 -2.548 0.25 0.14 0.02 1.10
C -4.538 0.134 -0.881 -0.06 -0.16 0.10 0.09
H -2.833 2.876 -1.323 0.11 -0.01 -0.01 0.40
C 2.503 -0.188 1.187 0.09 0.02 0.04 0.64
C -0.705 -1.679 2.505 0.00 0.01 -0.02 0.13
C 3.608 6.242 0.549 -0.02 -0.03 0.04 -0.31
C -1.017 -1.375 1.186 -0.08 0.01 0.03 -0.58
H 4.247 -3.663 -1.656 0.02 -0.04 0.02 0.49
H -3.364 0.996 1.734 0.00 -0.01 -0.01 0.36
N 0.967 -3.550 -1.049 -0.07 0.02 -0.16 0.04
H -2.230 2.521 0.299 -0.06 -0.01 0.00 0.44
H 2.557 3.231 1.681 0.00 -0.02 0.00 0.31
C 2.455 -1.687 -1.733 -0.21 -0.11 0.18 0.43
H 5.143 1.645 0.148 -0.02 0.00 -0.01 0.36
O -1.896 -2.870 -3.693 -0.12 -0.11 0.03 -0.87
C 5.161 0.292 1.799 -0.01 0.05 -0.05 -0.56
H 0.036 -2.443 2.713 0.01 -0.01 0.01 0.48
C -2.300 -0.056 3.264 -0.02 0.01 -0.05 -0.68
C -1.341 -1.019 3.548 0.01 -0.02 0.02 -0.63
C -1.968 -0.401 0.886 -0.07 0.01 0.11 0.42
C 3.657 5.958 -0.807 -0.01 -0.04 0.00 -0.45
C 0.728 -4.836 -0.792 0.02 0.05 0.02 -0.37
Sb 2.317 1.734 -1.257 0.10 0.03 0.05 0.85
H -2.814 0.458 4.068 0.01 0.00 0.01 0.37
C 3.207 5.250 1.438 0.01 0.03 -0.07 -0.60
```
Forces are in eV/Å.

Summary:
* HOMO-LUMO gap: 6.64 eV
* energy above the lowest of the compared OMol25 structures with the same formula, charge and spin: 2.1 kcal per mole
* multiplicity: 1
* charge: -2
* strongest force on any atom: 0.5 eV/A

***

E? In order: -2126.58820, -2025.78841, -1933.50704, -4825.97952 hartree.